No. 1
{
  "formula": "C33H53F16N4O11",
  "method": "the ωB97M-V functional and the def2-TZVPD basis",
  "homo_energy_ha": -0.4198,
  "e_lumo_ev": -2.33,
  "charge": 1,
  "elements": ["C", "O", "C", "C", "C", "C", "C", "C", "F", "N", "C", "N", "C", "C", "C", "C", "C", "N", "N", "H", "H", "H", "H", "H", "H", "H", "H", "H", "H", "H", "H", "H", "H", "H", "H", "H", "H", "H", "H", "H", "H", "H", "H", "H", "H", "H", "H", "C", "C", "O", "C", "O", "C", "F", "F", "F", "H", "H", "H", "H", "H", "C", "C", "O", "C", "O", "C", "F", "F", "F", "H", "H", "H", "H", "H", "C", "C", "O", "C", "O", "C", "F", "F", "F", "H", "H", "H", "H", "H", "C", "C", "O", "C", "O", "C", "F", "F", "F", "H", "H", "H", "H", "H", "C", "C", "O", "C", "O", "C", "F", "F", "F", "H", "H", "H", "H", "H"],
  "positions_angstrom": [[1.05715, -3.88727, 0.22678], [-0.16852, -3.21208, 0.47925], [-0.05621, -1.82606, 0.28091], [-1.05586, -1.05807, 1.18199], [-1.79766, -1.91842, 2.19085], [-0.89571, -2.37465, 3.31965], [-1.70390, -3.05151, 4.42579], [-0.89306, -3.41565, 5.65375], [-2.21982, -4.20527, 3.85466], [-0.23281, -1.18384, 3.89612], [0.29942, -0.27654, 3.05294], [1.40290, 0.36651, 3.39701], [2.02281, 1.43576, 2.62254], [2.96329, 0.92716, 1.50968], [3.70539, -0.37489, 1.82742], [4.69747, -0.24004, 2.99027], [5.91799, -1.18158, 2.92286], [6.61374, -1.25123, 1.64683], [-0.33512, 0.03249, 1.90500], [1.77695, -3.67613, 1.02638], [1.49085, -3.58963, -0.73323], [0.86429, -4.95566, 0.19771], [-0.23812, -1.57611, -0.77134], [0.97373, -1.50520, 0.50622], [-1.78969, -0.55936, 0.54821], [-2.22014, -2.78675, 1.69000], [-2.60061, -1.31568, 2.62255], [-0.16291, -3.11036, 2.97242], [-2.54948, -2.41675, 4.70902], [-0.86338, -2.58118, 6.35867], [0.13136, -3.71125, 5.40869], [-1.37613, -4.24784, 6.16628], [0.43294, -1.44155, 4.61663], [1.87300, 0.08857, 4.24430], [1.23163, 2.03638, 2.16637], [2.52936, 2.10781, 3.31476], [2.40362, 0.82523, 0.57983], [3.71385, 1.70639, 1.34511], [4.24159, -0.66582, 0.92217], [2.97453, -1.15764, 2.05720], [4.17384, -0.44934, 3.93265], [5.04897, 0.79662, 3.05913], [6.63439, -0.83902, 3.67502], [5.60669, -2.19023, 3.20424], [6.22440, -1.94446, 1.02548], [6.65647, -0.36080, 1.17033], [0.27833, 0.51925, 1.26214], [-4.86306, -0.02024, -0.29253], [-5.17936, 1.22485, 0.50792], [-5.63463, 2.29191, -0.35002], [-6.91390, 2.25084, -0.69402], [-7.72175, 1.43363, -0.37277], [-7.25657, 3.47885, -1.56863], [-6.31980, 3.68904, -2.49855], [-7.32910, 4.56982, -0.79427], [-8.42362, 3.30776, -2.17201], [-4.13393, 0.20424, -1.07266], [-4.45338, -0.78909, 0.36478], [-5.75658, -0.42181, -0.76822], [-4.29072, 1.62315, 0.98756], [-5.93121, 1.02907, 1.27178], [2.84004, 4.21247, -4.73884], [2.61000, 2.79195, -5.19497], [2.49506, 1.88783, -4.06174], [1.31279, 1.81134, -3.49362], [0.30158, 2.37614, -3.78169], [1.37089, 0.78448, -2.34016], [2.45427, 0.94515, -1.56549], [1.38519, -0.46221, -2.81703], [0.30006, 0.90889, -1.54188], [3.71816, 4.26965, -4.09450], [2.99635, 4.85285, -5.60513], [1.98078, 4.59109, -4.18589], [3.46066, 2.41895, -5.75965], [1.72054, 2.70870, -5.81674], [4.14628, -8.57751, -2.54005], [3.76795, -8.97619, -1.13288], [4.36075, -8.07751, -0.15995], [3.72680, -6.94813, 0.05907], [2.71115, -6.56291, -0.44492], [4.47460, -6.13754, 1.14511], [5.78934, -6.12762, 0.94002], [4.23342, -6.66217, 2.35096], [4.04572, -4.86985, 1.15303], [5.23000, -8.53501, -2.64684], [3.75582, -9.31056, -3.24470], [3.73564, -7.60150, -2.79630], [4.16583, -9.95403, -0.87502], [2.68879, -8.99069, -0.98895], [-3.81245, 5.90871, 4.33597], [-2.52305, 5.17879, 4.62939], [-2.76582, 3.76409, 4.85553], [-2.88082, 3.01367, 3.78270], [-2.78179, 3.33589, 2.63529], [-3.13716, 1.54654, 4.19372], [-4.03168, 1.43427, 5.16524], [-1.98601, 0.97897, 4.60028], [-3.56094, 0.85316, 3.13402], [-4.53113, 5.75287, 5.14007], [-3.61549, 6.97623, 4.24751], [-4.25737, 5.56334, 3.40343], [-2.06835, 5.52614, 5.55347], [-1.80100, 5.28807, 3.82145], [-3.11537, 5.25927, -6.19027], [-2.71491, 3.80867, -6.32953], [-2.08008, 3.56404, -7.60823], [-0.79904, 3.86258, -7.68447], [-0.10463, 4.31061, -6.81921], [-0.25327, 3.49641, -9.08403], [-1.07670, 3.89119, -10.05285], [-0.10764, 2.16567, -9.16649], [0.93532, 4.05910, -9.27597], [-3.75811, 5.55945, -7.01762], [-3.65980, 5.40153, -5.25728], [-2.24052, 5.90826, -6.18128], [-3.58404, 3.15544, -6.32854], [-2.04087, 3.49460, -5.53309]],
  "atomic_forces_ev_per_a": [[-0.0063, -0.0942, -0.0627], [0.0345, 0.0297, 0.0249], [0.0377, -0.0911, -0.0262], [-0.1346, 0.1553, -0.0487], [0.0549, 0.1179, -0.0360], [-0.5481, -0.0246, 0.2555], [0.1075, 0.1403, 0.1083], [0.0054, 0.0661, 0.1131], [-0.0299, -0.0988, -0.0523], [0.9304, -0.6264, -0.2930], [-0.4653, 0.1604, -0.1607], [0.0264, 0.3161, 0.2744], [0.0719, 0.1892, -0.4226], [0.1421, -0.0217, 0.3092], [-0.0249, 0.2670, 0.1191], [-0.1766, -0.0501, -0.0308], [-0.0538, 0.1643, -0.0269], [-0.0590, -0.0956, 0.1053], [0.5680, -0.6628, -0.2324], [0.0237, 0.0265, -0.0551], [-0.0306, -0.0120, 0.0226], [-0.0670, 0.0599, 0.0374], [0.0079, -0.0412, 0.0577], [-0.0749, 0.0402, 0.0669], [0.0304, 0.0400, 0.0727], [-0.0052, 0.0369, 0.0476], [-0.0331, -0.0966, -0.0713], [0.0848, 0.1751, -0.0784], [-0.0208, -0.0383, -0.0520], [0.0388, -0.0166, -0.0648], [-0.0743, -0.0885, -0.0407], [0.0253, 0.0409, -0.0426], [-0.2618, 0.0771, 0.1931], [-0.1136, 0.0103, 0.0242], [0.0022, 0.0588, 0.1851], [0.0514, -0.2397, 0.0849], [0.0532, -0.0663, 0.1081], [-0.1531, 0.0268, -0.1460], [-0.0665, -0.0922, 0.0323], [0.1279, -0.1409, -0.1748], [0.1312, 0.1193, 0.0555], [0.0242, -0.0515, -0.0998], [-0.1064, -0.1253, 0.0772], [0.1133, -0.0022, -0.0556], [-0.0410, 0.0577, -0.0556], [0.0708, 0.0089, -0.0040], [-0.2270, 0.2887, 0.0551], [-0.0422, 0.0578, -0.1277], [0.1459, -0.1572, 0.1235], [-0.0345, 0.0474, -0.0263], [0.0622, 0.0549, -0.0021], [-0.0640, -0.0495, -0.0076], [-0.0303, -0.0755, 0.0540], [0.0171, 0.0194, -0.0497], [0.0057, 0.0255, -0.0074], [0.0006, 0.0191, -0.0040], [0.0373, -0.0076, 0.0322], [-0.0080, -0.0030, 0.0234], [-0.0148, -0.0175, 0.0499], [0.0118, 0.1053, -0.0533], [-0.0667, 0.0285, -0.0609], [-0.0547, -0.0409, 0.2548], [0.0921, 0.2333, -0.4260], [-0.0224, -0.0431, 0.0467], [0.0888, -0.0523, -0.0198], [-0.0927, 0.0428, 0.0041], [-0.0419, 0.0268, 0.0831], [0.0485, 0.0038, -0.2237], [0.0034, -0.0312, 0.0044], [-0.0371, -0.0091, 0.0193], [0.0366, 0.0100, -0.0605], [-0.0152, -0.0144, -0.0287], [-0.0386, 0.0054, -0.0699], [0.0221, -0.0991, 0.1057], [-0.0784, -0.0123, 0.1270], [0.0690, 0.1489, 0.0425], [-0.1001, -0.2300, -0.1736], [0.0174, 0.0087, 0.0647], [0.0649, -0.0330, 0.0068], [-0.0179, 0.0596, 0.0175], [-0.0071, 0.0054, -0.0861], [0.0107, 0.0052, 0.0176], [0.0004, -0.0045, 0.0361], [-0.0062, 0.0191, 0.0130], [-0.0023, -0.0545, -0.0115], [-0.0045, -0.0162, 0.0014], [-0.0435, -0.0240, 0.0003], [0.0596, 0.0424, 0.0536], [0.0045, 0.0917, 0.0276], [-0.0964, -0.1471, -0.0154], [0.0715, 0.3094, 0.0072], [0.0240, -0.0493, 0.0032], [-0.0424, 0.0010, 0.1120], [0.0474, 0.0085, -0.0989], [0.0444, 0.0637, -0.1748], [0.0105, -0.0431, 0.0239], [-0.0118, 0.0745, 0.1523], [-0.0874, -0.0969, 0.0653], [0.0234, 0.0448, 0.0256], [0.0123, 0.0096, 0.0047], [0.0383, 0.0247, -0.0233], [-0.0288, -0.0794, 0.0378], [-0.0355, -0.0808, -0.0378], [0.0767, 0.0527, -0.1279], [-0.1656, 0.0030, 0.2621], [0.0386, -0.0294, -0.0581], [-0.0988, -0.0499, -0.0447], [0.1594, 0.0297, 0.0700], [-0.0091, 0.0417, 0.0665], [0.0064, 0.0017, -0.0297], [0.0037, -0.0289, -0.0136], [0.0134, -0.0081, -0.0122], [-0.0413, -0.0178, 0.0286], [-0.0114, -0.0137, 0.0105], [0.0097, -0.0200, 0.0414], [0.0110, -0.0085, -0.0873], [0.0726, 0.0248, -0.0550]],
  "lowdin_charge": [-0.0787, -0.1839, -0.1640, -0.2025, -0.0756, -0.2306, -0.3447, -0.0222, 0.0094, 0.1590, -0.3332, 0.1104, -0.1406, -0.1748, -0.2099, -0.1996, -0.2785, -0.0028, 0.1733, 0.0783, 0.1012, 0.0848, 0.1254, 0.1169, 0.1407, 0.1413, 0.1179, 0.1605, 0.1543, 0.0867, 0.0881, 0.0955, 0.1455, 0.1551, 0.1241, 0.1318, 0.0720, 0.1245, 0.1052, 0.0947, 0.0988, 0.1134, 0.1064, 0.1111, 0.0606, 0.0707, 0.1186, -0.0502, -0.1973, 0.0365, -0.4005, 0.1779, -0.5526, 0.1642, 0.1678, 0.1827, 0.0837, 0.0707, 0.0834, 0.0986, 0.1290, -0.0532, -0.1730, 0.0436, -0.4136, 0.1781, -0.5265, 0.1452, 0.1741, 0.1453, 0.0826, 0.0892, 0.0813, 0.1291, 0.1086, -0.0556, -0.1787, 0.0445, -0.4021, 0.1561, -0.5432, 0.1797, 0.1731, 0.1439, 0.0862, 0.0867, 0.0785, 0.1283, 0.1258, -0.0519, -0.1794, 0.0423, -0.4120, 0.1646, -0.5359, 0.1939, 0.1485, 0.1460, 0.0878, 0.0883, 0.0810, 0.1273, 0.1238, -0.0537, -0.1827, 0.0422, -0.4027, 0.1543, -0.5516, 0.1782, 0.1650, 0.1728, 0.0861, 0.0823, 0.0790, 0.1268, 0.1175]
}

---

No. 2
{
  "formula": "C3H12O3",
  "method": "the ωB97M-V functional and the def2-TZVPD basis",
  "relative_energy_kj_mol": 306.0,
  "homo_energy_ha": -0.3390,
  "e_lumo_ev": -0.54,
  "charge": 0,
  "elements": ["C", "C", "C", "H", "H", "H", "H", "H", "H", "H", "H", "O", "H", "H", "O", "H", "H", "O"],
  "positions_angstrom": [[0.57024, -1.60832, -1.49756], [-0.33199, -0.43154, -1.68444], [-1.40793, -0.19605, -0.81162], [0.26456, -2.16262, -0.60563], [1.59235, -1.27395, -1.30302], [0.56579, -2.24645, -2.38203], [-0.28987, 0.04584, -2.66352], [-2.21941, 0.42277, -1.15744], [-1.61347, -0.90102, -0.01768], [-1.31439, 1.99520, 2.24313], [-0.37798, 1.39793, 1.13967], [-1.02518, 1.15170, 1.88177], [1.19916, -0.01363, 0.81499], [0.61638, -0.59550, 2.07486], [1.17558, -0.85550, 1.34677], [-0.33146, 0.42602, -0.68304], [1.38122, 2.14989, 0.22676], [0.77033, 1.44015, 0.04363]],
  "atomic_forces_ev_per_a": [[0.3048, 0.3785, 0.9888], [-2.0654, -2.1121, -0.3157], [0.2496, -1.5752, -2.4526], [0.1393, -0.0011, -0.2578], [-0.0080, -0.0472, -0.1937], [-0.1335, 0.2095, -0.0997], [0.1390, 0.7124, 0.6285], [0.2265, 0.6469, 0.3232], [0.4778, 0.3920, 0.3704], [-0.0344, -0.1086, 0.0451], [0.0493, -0.0447, 0.5129], [-0.0764, 0.1884, -0.2923], [0.1306, -0.0530, 0.2793], [-0.2959, 0.1016, 0.4686], [0.1895, -0.0522, -0.5684], [1.1824, 1.9070, 1.2258], [0.1412, 0.1938, -0.1190], [-0.6164, -0.7359, -0.5434]],
  "lowdin_charge": [-0.0585, -0.1242, 0.0628, 0.0834, 0.0990, 0.0950, 0.1464, 0.1148, 0.1202, 0.0238, -0.0313, -0.1303, -0.0189, 0.0074, -0.1083, 0.1166, -0.0169, -0.3809]
}